DFT (the ωB97M-V functional and the def2-TZVPD basis) results for C14H14N2O5S3 in the gas phase at a distorted geometry.

Last column: Mulliken charge in e.
Atoms and positions in Å:
O1 -1.032 2.924 2.689  -0.652
C1 -1.241 1.781 2.357  0.822
C2 -2.453 1.357 1.508  -1.265
N1 -2.030 0.973 0.176  0.154
C3 -1.479 -0.261 -0.075  0.031
O2 -1.326 -1.115 0.787  -0.792
C4 -1.146 -0.408 -1.485  0.737
C5 -0.619 -1.549 -1.987  -0.330
C6 -0.224 -1.797 -3.326  0.251
C7 -0.247 -1.027 -4.476  -0.333
C8 0.281 -1.831 -5.500  -0.707
C9 0.590 -3.029 -4.917  -0.324
O3 0.291 -3.020 -3.617  -0.364
S1 -1.470 1.080 -2.328  -0.307
C10 -2.077 1.846 -0.873  0.456
S2 -2.658 3.365 -0.815  -0.284
N2 -0.458 0.732 2.682  -0.059
C11 0.877 0.883 3.231  -0.302
C12 1.569 -0.485 3.219  -1.010
C13 1.783 -0.880 1.767  -0.572
S3 1.932 0.723 0.889  1.065
O4 3.240 0.864 0.317  -0.748
O5 0.813 0.885 -0.007  -0.386
C14 1.714 1.792 2.344  -1.039
H1 -2.950 0.499 1.969  0.334
H2 -3.137 2.203 1.418  0.536
H3 -0.485 -2.368 -1.292  0.427
H4 -0.598 -0.020 -4.563  0.460
H5 0.415 -1.563 -6.527  0.437
H6 1.014 -3.929 -5.319  0.456
H7 -0.693 -0.163 2.263  0.345
H8 0.800 1.289 4.248  0.464
H9 2.526 -0.398 3.735  0.448
H10 0.961 -1.221 3.748  0.372
H11 0.935 -1.406 1.337  0.220
H12 2.697 -1.438 1.597  0.512
H13 2.691 2.009 2.762  0.423
H14 1.195 2.703 2.068  0.525

As for the largest force on an atom: 1.308 eV/Å. The spin multiplicity is 1. Its SMILES is O=C(CN1C(=O)/C(=C/c2ccco2)SC1=S)N[C@H]1CCS(=O)(=O)C1. As for the net charge: 0. For the total energy, the calculation gives -60468.6022 eV.


DFT (the ωB97M-V functional and the def2-TZVPD basis) results for 4 unconnected molecules or ions with the total composition C39H70F9N5O4S at a distorted geometry.

Last column: Mulliken charge in e.
Atoms and positions in Å:
C1 2.765 5.669 -2.357  -1.413
C2 2.677 5.499 -3.876  -0.804
C3 3.619 4.530 -4.598  0.107
F1 3.407 4.785 -5.949  -0.486
C4 3.494 2.987 -4.316  2.017
C5 2.107 2.680 -3.696  -1.775
C6 0.875 2.874 -4.605  -1.032
C7 -0.346 2.856 -3.716  -0.565
C8 -0.877 1.631 -3.313  -0.417
C9 -1.956 1.567 -2.438  -0.402
C10 -2.524 2.745 -1.962  -0.639
C11 -2.014 3.973 -2.368  -0.928
C12 -0.928 4.030 -3.236  -0.133
C13 3.532 2.159 -5.645  -1.064
O1 2.997 2.386 -6.678  -0.558
N1 4.308 0.978 -5.473  -0.215
C14 4.751 0.784 -4.066  1.281
C15 6.104 0.044 -4.240  -2.220
C16 6.982 -0.412 -3.051  -1.205
C17 6.576 -0.056 -1.630  -0.224
O2 7.075 -1.099 -0.787  -0.556
C18 3.733 -0.271 -3.444  0.307
F2 3.043 0.151 -2.362  -0.332
F3 4.432 -1.365 -3.015  -0.341
C19 2.708 -0.935 -4.429  0.518
F4 1.861 -0.075 -5.005  -0.120
F5 1.946 -1.770 -3.695  -0.270
F6 3.342 -1.649 -5.367  -0.262
C20 4.684 2.295 -3.554  0.321
N2 4.525 2.398 -2.104  -0.242
S1 6.307 3.108 -3.963  1.524
O3 6.292 3.463 -5.358  -0.684
O4 7.415 2.357 -3.453  -0.718
C21 6.511 4.745 -2.993  0.687
F7 7.660 4.653 -2.323  -0.264
F8 6.595 5.730 -3.894  -0.211
F9 5.534 5.025 -2.130  -0.172
H1 2.776 4.744 -1.786  0.271
H2 1.881 6.218 -2.027  0.496
H3 3.617 6.287 -2.081  0.308
H4 2.937 6.470 -4.306  0.572
H5 1.647 5.324 -4.170  0.148
H6 4.630 4.893 -4.433  0.368
H7 1.961 3.215 -2.759  0.418
H8 2.067 1.642 -3.410  0.626
H9 0.805 2.041 -5.299  0.587
H10 0.927 3.780 -5.205  1.015
H11 -0.430 0.714 -3.680  0.436
H12 -2.327 0.595 -2.129  0.613
H13 -3.361 2.695 -1.277  0.453
H14 -2.469 4.879 -1.987  0.385
H15 -0.535 4.993 -3.542  0.432
H16 5.085 1.086 -6.119  0.535
H17 5.844 -0.841 -4.821  0.832
H18 6.716 0.652 -4.902  0.748
H19 7.073 -1.499 -3.078  0.555
H20 7.986 -0.024 -3.209  0.413
H21 5.497 0.023 -1.496  0.109
H22 7.026 0.892 -1.318  0.236
H23 7.152 -0.761 0.108  0.366
H24 5.389 2.484 -1.589  0.462
H25 3.887 3.131 -1.845  0.044
C22 -4.725 -1.465 -1.658  -1.261
C23 -3.448 -2.265 -1.454  -0.537
N3 -2.351 -1.472 -0.924  0.664
C24 -1.073 -2.163 -0.957  -0.860
C25 -0.900 -3.414 -0.088  -1.063
C26 -2.634 -0.740 0.299  -1.041
C27 -3.064 -1.538 1.538  -0.332
H26 -4.552 -0.615 -2.321  0.239
H27 -5.486 -2.101 -2.111  0.443
H28 -5.134 -1.092 -0.718  0.223
H29 -3.123 -2.655 -2.423  0.506
H30 -3.679 -3.144 -0.831  0.332
H31 -0.293 -1.440 -0.699  0.224
H32 -0.881 -2.438 -1.999  0.440
H33 -0.771 -3.162 0.964  0.234
H34 -0.003 -3.954 -0.398  0.506
H35 -1.742 -4.103 -0.177  0.296
H36 -3.413 -0.005 0.079  0.350
H37 -1.746 -0.149 0.540  0.495
H38 -3.784 -2.320 1.291  0.277
H39 -3.542 -0.868 2.254  -0.278
H40 -2.220 -2.002 2.045  0.139
C28 -2.180 -3.281 5.225  -1.276
C29 -2.007 -4.718 5.693  -0.548
N4 -2.696 -5.673 4.842  0.133
C30 -2.752 -7.011 5.402  -0.689
C31 -1.436 -7.777 5.589  -0.966
C32 -2.376 -5.590 3.427  -0.445
C33 -0.915 -5.801 3.001  -0.895
H41 -3.236 -3.009 5.173  0.354
H42 -1.689 -2.604 5.926  0.441
H43 -1.730 -3.112 4.246  0.205
H44 -2.428 -4.810 6.698  0.506
H45 -0.930 -4.929 5.791  0.247
H46 -3.425 -7.608 4.780  0.352
H47 -3.244 -6.931 6.376  0.423
H48 -1.045 -8.160 4.647  0.224
H49 -1.605 -8.638 6.240  0.395
H50 -0.666 -7.162 6.056  0.277
H51 -2.700 -4.610 3.069  0.075
H52 -3.011 -6.305 2.898  0.354
H53 -0.211 -5.299 3.666  0.194
H54 -0.767 -5.393 2.000  0.256
H55 -0.650 -6.857 2.960  0.367
C34 -2.911 0.343 6.678  -1.645
C35 -3.590 0.480 5.325  0.340
N5 -5.040 0.447 5.395  0.120
C36 -5.675 0.316 4.096  -0.643
C37 -5.503 1.450 3.077  -1.041
C38 -5.641 1.409 6.303  -0.764
C39 -5.366 2.900 6.060  -0.969
H56 -3.211 -0.581 7.174  0.314
H57 -1.829 0.319 6.539  0.423
H58 -3.129 1.179 7.343  0.425
H59 -3.269 -0.360 4.701  -0.064
H60 -3.205 1.390 4.835  0.183
H61 -6.741 0.140 4.260  0.402
H62 -5.293 -0.606 3.648  0.325
H63 -6.122 2.315 3.315  0.342
H64 -5.808 1.099 2.089  0.394
H65 -4.467 1.781 3.001  0.237
H66 -5.317 1.162 7.316  0.428
H67 -6.720 1.233 6.300  0.369
H68 -4.321 3.085 5.810  0.248
H69 -5.591 3.468 6.965  0.373
H70 -5.983 3.310 5.261  0.286

As for the largest force on an atom: 2.509 eV/Å. The spin multiplicity is 1. Its SMILES is CC[C@H](F)[C@@]1(CCc2ccccc2)C(=O)N[C@](CCCO)(C(F)(F)C(F)(F)F)[C@@]1(N)S(=O)(=O)C(F)(F)F.CCN(CC)CC.CCN(CC)CC.CCN(CC)CC. As for the net charge: 0. For the total energy, the calculation gives -92509.4737 eV.


DFT (the ωB97M-V functional and the def2-TZVPD basis) results for C4H8O2 in the gas phase.

Last column: Mulliken charge in e.
Atoms and positions in Å:
C1 1.660 -0.508 0.723  -1.406
C2 0.397 0.283 0.486  0.387
O1 0.873 1.519 -0.020  -0.534
C3 -0.539 -0.495 -0.506  -0.087
C4 -1.952 -0.112 -0.643  -0.350
O2 -0.954 0.477 -1.448  -0.421
H1 2.048 -0.809 -0.257  0.347
H2 2.419 0.110 1.210  0.348
H3 1.438 -1.394 1.317  0.360
H4 -0.188 0.487 1.395  0.224
H5 0.143 2.125 -0.199  0.309
H6 -0.293 -1.489 -0.930  0.352
H7 -2.417 0.476 0.149  0.199
H8 -2.635 -0.671 -1.278  0.272

As for the largest force on an atom: 0.913 eV/Å. Its energy relative to the best compared isomer or geometry (same formula, charge and spin) is 57.14 kcal per mole. The spin multiplicity is 1. Its SMILES is C[C@@H](O)[C@H]1CO1. As for the net charge: 0. For the total energy, the calculation gives -8370.8037 eV.


DFT (the ωB97M-V functional and the def2-TZVPD basis) results for a molecular structure, C4H7F6IrN3O5S2.

Last column: Mulliken charge in e.
Atoms and positions in Å:
Ir1 -0.105 0.849 0.386  1.025
F1 3.596 -1.131 -1.165  -0.178
C1 2.322 -1.119 -1.497  0.769
F2 1.991 0.076 -1.977  -0.210
F3 2.057 -2.051 -2.384  -0.184
S1 1.344 -1.467 0.039  1.003
O1 1.545 -0.233 0.912  -0.789
O2 1.792 -2.689 0.583  -0.457
N1 -0.150 -1.224 -0.477  -0.716
S2 -1.416 -2.029 0.258  1.044
O3 -0.959 -2.771 1.382  -0.564
O4 -2.448 -1.056 0.387  -0.586
C2 -1.866 -3.201 -1.098  0.715
F4 -2.961 -3.848 -0.755  -0.171
F5 -2.068 -2.516 -2.212  -0.203
F6 -0.859 -4.045 -1.262  -0.214
N2 -0.831 1.172 3.126  -0.631
N3 -0.053 1.869 2.134  -0.325
H1 -1.769 1.033 2.758  0.335
H2 -0.410 0.259 3.283  0.324
H3 0.887 1.956 2.521  0.348
H4 -0.429 2.817 2.096  0.391
C3 0.479 3.449 -1.394  -0.954
C4 -0.247 2.502 -0.538  0.638
O5 -1.432 2.432 -0.228  -0.395
H5 0.641 2.946 -2.352  0.294
H6 1.458 3.670 -0.974  0.317
H7 -0.109 4.351 -1.550  0.374

As for the largest force on an atom: 0.834 eV/Å. Its energy relative to the best compared isomer or geometry (same formula, charge and spin) is 24.66 kcal per mole. The spin multiplicity is 1. As for the net charge: +1. For the total energy, the calculation gives -59773.3012 eV.


| no. | LUMO level (eV) |
| --- | --- |
| 1 | -0.94 |
| 2 | 0.36 |
| 3 | 1.03 |
| 4 | -4.43 |